C28H43BrCaN2P2 | ωB97M-V/def2-TZVPD

Values from the calculation:
Highest occupied orbital energy in eV: -14.0
Lowest unoccupied orbital energy in eV: -5.75

Structure (ORCA input):
```
! wB97M-V def2-TZVPD RIJCOSX def2/J DEFGRID3
* xyz 2 1
C 1.97752 3.78140 -0.83694
C 0.95372 3.14407 -1.56902
C 1.11880 3.03435 -2.96715
C 2.29553 3.52259 -3.55291
N 3.27028 4.10256 -2.84144
C 3.11681 4.23939 -1.52047
C -0.25001 2.67690 -0.92154
C -1.36134 2.48621 -0.39906
C -2.68619 2.45403 0.15728
C -3.17468 1.28096 0.78820
C -4.44987 1.22671 1.33454
C -5.26983 2.35049 1.24139
C -4.83592 3.53203 0.62748
C -3.54572 3.57812 0.09766
Ca -0.36294 0.25033 0.54752
P 2.19149 -0.58698 -0.53931
H 0.33117 2.63168 -3.60377
H 1.88154 3.97287 0.22986
H 2.45049 3.45321 -4.63616
H 3.92552 4.74528 -0.97789
H -3.20179 4.50519 -0.36945
H -2.59098 0.34201 0.87053
H -5.50757 4.38258 0.58022
H -4.82613 0.33372 1.82329
C 2.84632 -2.29371 -0.25297
C 3.99104 -2.79246 -1.13033
H 1.97199 -2.95418 -0.38023
H 3.13776 -2.34578 0.80666
H 4.20408 -3.84052 -0.87684
H 3.74663 -2.76342 -2.19957
H 4.92225 -2.23432 -0.96460
C 2.46785 -0.31232 -2.35635
C 3.85109 0.13954 -2.81586
H 1.72507 0.44850 -2.64964
H 2.18110 -1.24350 -2.87118
H 3.84891 0.23140 -3.91239
H 4.11918 1.12988 -2.41826
H 4.64576 -0.57697 -2.56137
C 3.39907 0.53227 0.29822
C 4.85311 0.07627 0.37555
H 3.00455 0.66612 1.32053
H 3.33377 1.51650 -0.18782
H 5.42970 0.81777 0.94646
H 4.96141 -0.88714 0.89112
H 5.32714 0.00459 -0.61298
Br -7.01446 2.23616 1.96004
P -1.52500 -1.62969 -1.53196
C -0.56624 -2.58532 -2.78340
C -1.21470 -3.84769 -3.33944
H 0.38485 -2.84047 -2.28415
H -0.31799 -1.89327 -3.60136
H -0.48682 -4.36454 -3.97936
H -1.50940 -4.54964 -2.54875
H -2.09019 -3.62760 -3.96740
C -2.66562 -2.84404 -0.73677
C -3.98847 -3.17729 -1.41528
H -2.87436 -2.42280 0.26142
H -2.08802 -3.76526 -0.57564
H -4.56787 -3.83845 -0.75528
H -4.60753 -2.29085 -1.59877
H -3.85349 -3.71894 -2.36077
C -2.61889 -0.50004 -2.50426
C -3.07272 -0.96988 -3.88252
H -2.05462 0.44306 -2.60341
H -3.49395 -0.27230 -1.87774
H -3.64882 -0.16484 -4.35844
H -2.23126 -1.19929 -4.54696
H -3.73588 -1.84444 -3.83477
C -0.50626 -0.41662 6.03889
C 0.65319 0.29987 5.32074
C 0.39349 0.36670 3.89649
N 0.11765 0.41111 2.76155
H -1.46920 -0.03339 5.68626
H -0.47236 -0.28777 7.12223
H -0.49307 -1.48576 5.81688
H 0.77718 1.32086 5.71023
H 1.60664 -0.23151 5.48798
*
```

---

C4H12NO | ωB97M-V/def2-TZVPD

Values from the calculation:
Highest occupied orbital energy in eV: -14.7
Lowest unoccupied orbital energy in eV: -3.16
SMILES: C[NH2+][C@@H](C)CO

Structure (ORCA input):
```
! wB97M-V def2-TZVPD RIJCOSX def2/J DEFGRID3
* xyz 1 1
O 0.81328 -1.93220 -1.41670
C -0.31714 -1.27544 -1.06855
C -0.22892 -0.42202 0.29860
N 0.43078 0.86854 -0.27785
C 1.52292 1.40102 0.69336
C -1.61588 0.03129 0.68087
H 1.04827 -2.62364 -0.79014
H -1.25064 -1.87148 -0.86101
H -0.67982 -0.60670 -1.89723
H 0.40072 -0.87732 1.04636
H 1.02824 0.72850 -1.08784
H -0.26342 1.61200 -0.44112
H 1.10269 1.52893 1.68847
H 1.73761 2.43853 0.51030
H 2.23581 0.58743 0.73128
H -2.10165 -0.88253 1.05768
H -1.61146 0.95301 1.29510
H -2.25137 0.34208 -0.16159
*
```

---

C3H7N3 | ωB97M-V/def2-TZVPD

Values from the calculation:
Highest occupied orbital energy in eV: -8.4
Lowest unoccupied orbital energy in eV: 0.93
SMILES: C=C=CN(N)N

Structure (ORCA input):
```
! wB97M-V def2-TZVPD RIJCOSX def2/J DEFGRID3
* xyz 0 1
C 1.29200 -0.38489 0.01137
N -2.27867 -0.41027 0.13379
N -0.86393 1.38922 -0.17220
C 0.07214 -0.81530 -0.15826
C 2.50030 0.07085 0.12054
N -1.04243 0.01181 -0.38398
H -2.21954 -0.76879 1.08629
H -2.68834 -1.10771 -0.47646
H -0.40166 1.79003 -0.98134
H -0.29941 1.57984 0.65806
H -0.14933 -1.87483 -0.17712
H 3.12638 0.25029 -0.74228
H 2.95250 0.26973 1.08159
*
```

---

CH13NO6 | ωB97M-V/def2-TZVPD

Values from the calculation:
Highest occupied orbital energy in eV: -9.7
Lowest unoccupied orbital energy in eV: -5.98

Structure (ORCA input):
```
! wB97M-V def2-TZVPD RIJCOSX def2/J DEFGRID3
* xyz 0 1
C -1.18044 -2.02396 0.02394
N -0.44017 -1.41233 1.08936
O -1.83991 -1.07214 -0.74526
H -0.38331 -2.54093 -0.55359
H -0.76144 -0.47119 1.32163
H -1.96999 -2.73108 0.27661
H -1.08908 -0.55698 -1.17125
H -2.42620 2.03099 -0.06836
O -1.67690 1.86065 0.51442
H 2.41092 0.87687 1.63725
H 1.06345 1.38863 1.18242
O 1.47840 0.64325 1.60479
H 2.18893 -1.88610 -1.45582
H 0.56084 -1.38696 0.88603
O 1.80396 -1.60682 -0.61039
H 0.85123 -0.56269 -1.08444
H 0.38942 0.96907 -0.93953
O 0.30412 0.18293 -1.50801
H 0.95166 3.35007 -0.51352
H -0.77910 2.32378 0.13985
O 0.54360 2.62495 -0.02614
*
```

---

C6H4N2 | ωB97M-V/def2-TZVPD

Values from the calculation:
Highest occupied orbital energy (alpha / beta) in eV: -9.4 / -9.5
Lowest unoccupied orbital energy (alpha / beta) in eV: -2.19 / -2.22

Structure (ORCA input):
```
! wB97M-V def2-TZVPD RIJCOSX def2/J DEFGRID3
* xyz 0 1
C -2.89029 0.11885 0.07397
C 1.94240 1.16608 -0.24025
C -0.36902 -0.08401 0.19979
C -1.68396 -0.26961 -0.40699
C 0.76129 -1.04777 0.19214
C 1.06548 0.12967 -0.57307
N -3.96947 0.48537 0.05005
N 2.47778 2.07370 0.22204
H -0.24100 0.49575 1.24253
H 1.36963 -1.04419 1.06668
H 0.57447 -1.95612 -0.23585
H 0.96270 -0.06772 -1.59104
*
```

---

C2H10NO | ωB97M-V/def2-TZVPD

Values from the calculation:
Highest occupied orbital energy (alpha / beta) in eV: -22.6 / -22.5
<S²>: 0.754
Lowest unoccupied orbital energy (alpha / beta) in eV: -8.20 / -15.16

Structure (ORCA input):
```
! wB97M-V def2-TZVPD RIJCOSX def2/J DEFGRID3
* xyz 2 2
N 0.26093 1.35288 -1.69558
H -0.08884 1.10248 -2.69339
H -0.12132 0.54591 -1.09995
H -0.06099 2.32636 -1.58078
H 1.27462 1.23594 -1.78601
C -0.30059 -1.32290 0.78568
O -0.97815 -0.63448 -0.29700
C 0.47508 -0.24529 1.62350
H 0.33714 -1.95732 0.17322
H -1.03670 -1.89976 1.36612
H -1.94804 -0.54422 -0.15229
H -0.04403 0.70719 1.87972
H 1.31006 0.12069 1.02643
H 0.92084 -0.78749 2.45032
*
```

---

The following energy above the lowest of the compared OMol25 structures with the same formula, charge and spin values (in kJ/mol) correspond, in order, to the records above: 0.0; 178.8; 343.1; 920.8; 487.7; 42.9.
The following E values (in Ha) correspond, in order, to the records above: -5136.07465; -289.30677; -282.64359; -551.78736; -340.33395; -211.37166.